The following is a quantum chemistry calculation of 20 unconnected molecules or ions with the total composition C14H66N3O21P2S at a distorted geometry, from the Open Molecules 2025 dataset.

Output
**Kohn-Sham gap**: 6.9 eV
**Strongest force on any atom**: 4.5 eV Å⁻¹
**Charge**: +1
**HOMO**: -11.11 eV

Geometry (Å):
S  -2.30  -1.69  1.68
P  1.19  1.62  3.47
P  -1.14  -2.12  -1.42
O  -1.10  0.82  -10.49
O  5.28  0.29  6.35
O  -6.29  -6.97  -1.78
O  -1.98  -3.00  2.19
O  -1.76  -2.63  -6.15
O  -2.47  1.87  -3.17
O  4.95  3.43  5.19
O  2.60  0.73  -7.66
O  -4.78  3.13  0.92
O  7.24  -1.58  4.95
O  -4.33  -8.06  0.33
O  4.10  4.46  7.76
O  -3.34  -1.67  0.68
O  -3.83  -1.16  -3.62
O  5.63  2.91  -0.71
O  -1.04  5.49  6.45
O  -1.86  -6.34  0.92
O  -2.30  -1.24  -8.95
O  1.45  -1.33  -5.81
O  -3.32  1.85  4.91
O  -3.92  0.95  -0.98
N  -0.85  -0.84  1.14
N  1.72  3.10  -1.53
N  -0.41  -0.11  2.14
C  0.64  0.63  1.95
C  2.99  1.21  3.85
C  1.45  -0.05  -1.82
C  -2.99  -0.80  3.14
C  1.04  3.47  3.11
C  2.47  1.58  0.39
C  0.79  4.11  4.53
C  -0.39  -1.00  -0.14
C  2.04  3.04  -0.08
C  0.77  -0.15  -0.46
C  -0.44  -3.73  -3.71
C  -1.51  -3.81  -0.66
C  1.26  0.66  0.61
C  0.05  -2.58  -2.77
H  1.94  -1.01  -2.07
H  1.18  3.43  0.49
H  3.17  1.17  -0.37
H  -0.34  0.42  -10.04
H  0.26  -1.72  -3.44
H  0.91  5.21  4.53
H  -1.64  -4.58  -1.45
H  -2.08  -5.47  1.30
H  4.70  3.73  6.08
H  3.53  2.17  3.71
H  -0.23  3.89  4.90
H  -2.29  -1.06  3.97
H  5.91  3.48  5.18
H  -3.75  -7.28  0.35
H  -2.55  -0.52  -8.36
H  1.02  -2.84  -2.30
H  4.75  2.92  -1.09
H  -3.04  1.43  -2.52
H  -2.43  -3.80  -0.07
H  -3.70  1.18  5.49
H  1.93  3.88  2.60
H  -0.63  -4.10  -0.05
H  -2.53  -2.17  -5.80
H  -1.54  -3.71  -3.87
H  -2.43  1.98  5.25
H  3.16  1.51  -7.64
H  -4.67  1.27  -0.46
H  -0.21  -4.70  -3.21
H  6.44  -1.17  5.30
H  -4.10  -0.87  -2.74
H  -3.05  0.29  2.97
H  -0.91  6.25  5.88
H  1.50  3.71  5.29
H  3.37  0.52  3.07
H  3.12  0.80  4.87
H  2.94  3.67  0.08
H  0.14  -3.75  -4.65
H  5.22  1.04  5.74
H  -0.71  1.45  -11.11
H  -2.28  -6.97  1.52
H  3.09  1.73  1.30
H  5.54  2.33  0.06
H  -2.53  -0.91  -9.83
H  0.09  3.58  2.56
H  3.69  3.83  8.38
H  3.16  0.04  -8.03
H  0.52  -1.56  -5.95
H  -3.61  0.17  -0.49
H  -3.97  -1.28  3.35
H  2.14  0.79  -1.94
H  -7.08  -7.49  -1.60
H  -1.93  -2.69  -7.10
H  1.59  -0.55  -6.38
H  0.72  2.91  -1.62
H  0.65  0.10  -2.58
H  -4.75  3.88  0.31
H  -2.87  -1.11  -3.60
H  -2.98  1.87  -3.98
H  5.78  0.65  7.10
H  -5.62  -7.35  -1.20
H  3.89  5.32  8.14
H  1.78  4.09  -1.79
H  -4.34  3.46  1.71
H  -1.98  5.27  6.35
H  -3.77  -8.76  -0.03
H  7.05  -2.52  4.95